# 1
Here is C13H17CoNS as an isolated structure at a distorted geometry from OMol25. Energies are from wB97M-V/def2-TZVPD.

The total energy comes out at -63705.6703 eV. The maximum force is 3.73 eV/Å. As for the gap between HOMO and LUMO (alpha / beta): 6.979 / 8.167 eV. The calculation puts the LUMO energy (alpha / beta) at 0.7173 / 0.3601 eV. As for the spin multiplicity: 4. The expectation value of S² is 3.779.

Positions of all 33 atoms, in Å:
C1 -1.302 -1.340 -1.112
C2 1.326 -0.183 -1.294
C3 -1.192 0.174 -0.966
H1 -2.338 -1.628 -1.361
C4 1.228 1.247 -1.427
H2 2.170 -0.592 -0.714
H3 -1.935 0.618 -0.263
H4 2.150 1.836 -1.321
C5 -1.071 0.955 -2.275
H5 -1.997 1.518 -2.441
H6 -0.978 0.252 -3.104
C6 -0.387 -1.909 -2.223
H7 -0.939 -2.008 -3.174
H8 -0.122 -2.946 -1.966
C7 0.920 -1.107 -2.442
H9 0.843 -0.576 -3.408
H10 1.731 -1.843 -2.569
C8 0.154 1.868 -2.290
H11 0.492 2.050 -3.321
H12 -0.113 2.853 -1.888
Co1 0.312 0.526 0.077
H13 -1.107 -1.858 -0.165
S1 0.660 2.248 1.302
C9 0.460 1.064 2.535
C10 0.818 1.268 3.873
C11 0.423 0.329 4.811
C12 -0.250 -0.815 4.372
C13 -0.427 -1.047 3.001
N1 -0.032 -0.124 2.085
H14 1.372 2.172 4.089
H15 0.633 0.504 5.865
H16 -0.615 -1.546 5.084
H17 -0.890 -1.962 2.632



# 2
Here is a 2-piece molecular cluster, C13H17FN2O4 overall at a distorted geometry from OMol25. Energies are from wB97M-V/def2-TZVPD.

The total energy comes out at -27645.9215 eV. The maximum force is 1.75 eV/Å. As for the gap between HOMO and LUMO: 9.440 eV. The calculation puts the LUMO energy at 0.1761 eV.

Positions of all 37 atoms, in Å:
C1 1.052 -0.488 4.784
N1 1.230 0.239 3.528
C2 0.329 0.283 2.538
O1 -0.760 -0.278 2.642
C3 0.701 1.050 1.239
C4 -0.062 0.548 0.004
N2 2.129 1.035 0.896
C5 3.090 1.715 1.515
C6 4.475 1.611 0.925
O2 2.896 2.379 2.524
H1 1.947 -0.395 5.400
H2 0.196 -0.081 5.327
H3 0.864 -1.543 4.574
H4 2.058 0.812 3.415
H5 0.413 2.088 1.410
H6 0.175 1.169 -0.861
H7 -1.137 0.601 0.185
H8 0.213 -0.486 -0.205
H9 2.391 0.488 0.092
H10 5.148 2.263 1.481
H11 4.820 0.581 0.995
H12 4.447 1.922 -0.118
O3 -0.590 -2.833 -1.385
C7 -1.737 -2.423 -1.398
O4 -2.655 -2.832 -0.492
C8 -2.172 -1.448 -2.424
C9 -3.543 -1.138 -2.551
C10 -3.994 -0.224 -3.509
C11 -3.085 0.400 -4.361
C12 -1.725 0.111 -4.245
C13 -1.260 -0.800 -3.290
F1 0.078 -1.006 -3.244
H13 -2.160 -3.409 0.109
H14 -4.275 -1.612 -1.901
H15 -5.054 0.000 -3.588
H16 -3.432 1.109 -5.109
H17 -1.008 0.595 -4.901



# 3
Here is C13H17IMgN2 as an isolated structure at a distorted geometry from OMol25. Energies are from wB97M-V/def2-TZVPD.

The total energy comes out at -30279.1833 eV. The maximum force is 1.94 eV/Å. As for the gap between HOMO and LUMO (alpha / beta): 4.170 / 6.461 eV. The calculation puts the LUMO energy (alpha / beta) at -0.6244 / -0.2069 eV.

Positions of all 34 atoms, in Å:
C1 -2.932 0.747 1.454
C2 -0.940 1.778 2.963
H1 -3.458 0.970 0.510
H2 -3.268 1.379 2.284
H3 -2.997 -0.321 1.689
H4 -0.011 2.318 3.168
H5 -1.765 2.481 2.959
H6 -1.088 0.971 3.694
C3 -0.531 -1.569 -3.429
C4 -0.480 -1.494 -4.833
C5 0.727 -1.159 -5.455
C6 1.828 -0.862 -4.659
H7 -1.467 -1.812 -2.906
H8 -1.394 -1.670 -5.397
H9 0.816 -1.093 -6.540
H10 2.748 -0.466 -5.080
N1 0.562 -1.336 -2.665
C7 1.731 -0.945 -3.257
C8 2.785 -0.414 -2.368
N2 2.469 -0.336 -1.043
C9 3.304 0.230 -0.161
C10 4.863 0.748 -1.928
C11 4.516 0.805 -0.570
H11 2.976 0.205 0.881
H12 5.146 1.286 0.175
C12 3.980 0.159 -2.833
H13 4.169 0.183 -3.904
H14 5.809 1.168 -2.282
Mg1 0.754 -1.359 -0.543
I1 -0.748 0.944 0.893
C13 0.879 -2.783 0.955
H15 0.041 -2.680 1.666
H16 0.868 -3.759 0.457
H17 1.833 -2.651 1.484



# 4
Here is one molecule with the formula C13H17IO6P2 at a distorted geometry from OMol25. Energies are from wB97M-V/def2-TZVPD.

The total energy comes out at -52719.7492 eV. The maximum force is 1.32 eV/Å. As for the gap between HOMO and LUMO: 7.195 eV. The calculation puts the LUMO energy at -1.4174 eV.

Positions of all 39 atoms, in Å:
C1 -0.737 -1.194 4.233
C2 -1.111 -1.396 2.764
P1 0.291 -1.035 1.600
C3 1.256 0.318 2.406
C4 -0.506 -0.260 0.150
C5 0.156 0.422 -0.793
C6 1.627 0.652 -0.897
C7 2.519 -0.602 -0.875
C8 1.928 -1.838 -1.525
C9 2.153 -1.869 -3.019
O1 2.706 -1.004 -3.653
O2 1.723 -3.002 -3.620
C10 -0.674 1.011 -1.886
O3 -0.309 1.071 -3.038
C11 -2.027 1.526 -1.470
P2 -2.652 3.058 -2.312
O4 -3.170 3.994 -1.076
O5 -1.220 3.773 -2.672
C12 -2.666 0.793 -0.565
I1 -4.610 1.189 0.129
C13 -1.977 -0.422 -0.023
O6 -2.565 -1.459 0.234
H1 -0.871 -0.151 4.493
H2 -1.425 -1.760 4.849
H3 0.282 -1.476 4.457
H4 -1.946 -0.741 2.550
H5 -1.454 -2.399 2.567
H6 1.333 0.140 3.468
H7 2.252 0.379 1.993
H8 0.764 1.274 2.249
H9 1.859 1.212 -1.791
H10 1.913 1.294 -0.070
H11 3.407 -0.358 -1.444
H12 2.867 -0.868 0.114
H13 2.466 -2.701 -1.140
H14 0.885 -2.014 -1.284
H15 1.195 -3.507 -2.998
H16 -2.798 3.750 -0.219
H17 -0.864 4.201 -1.886